No. 1
Below is a structure of composition C52H52INOPRuSb2, with properties calculated with the ωB97M-V functional and the def2-TZVPD basis.

CARTESIAN COORDINATES (ANGSTROEM)
I: -18.96 1.05 -14.20
Sb: -16.87 1.27 -11.63
Sb: -18.51 -4.94 -9.81
Ru: -18.14 -5.65 -12.44
P: -17.63 -7.90 -12.48
O: -17.06 -5.96 -16.58
N: -17.48 -5.54 -14.44
C: -13.88 -4.89 -8.09
C: -14.18 -8.81 -10.61
C: -18.53 -1.35 -8.95
C: -14.84 0.89 -11.07
C: -21.93 -9.44 -12.57
C: -18.16 3.95 -11.31
C: -16.50 -8.54 -11.22
C: -15.13 -8.33 -11.46
C: -19.71 -3.76 -13.62
C: -14.60 -9.56 -9.51
C: -14.45 -0.48 -10.64
C: -19.69 0.49 -10.68
C: -16.91 -8.52 -14.00
C: -20.17 -8.36 -11.45
C: -17.09 6.07 -11.87
C: -16.36 -9.79 -13.97
C: -16.26 -4.46 -7.71
C: -15.26 -1.47 -11.41
C: -16.59 -4.88 -9.03
C: -19.41 -5.74 -6.93
C: -21.68 -5.29 -6.17
C: -17.12 0.30 -13.48
C: -19.90 -1.35 -9.13
C: -15.64 -9.71 -16.25
C: -19.30 -3.90 -15.11
C: -14.92 -4.46 -7.27
C: -15.71 -10.39 -15.04
C: -15.99 5.41 -12.43
C: -16.92 -9.36 -10.14
C: -20.50 -0.41 -10.01
C: -17.03 3.29 -11.79
C: -17.18 -6.41 -15.34
C: -19.80 -9.21 -13.65
C: -19.82 -5.30 -8.21
C: -15.99 3.98 -12.36
C: -15.94 -9.85 -9.28
C: -15.54 -5.37 -9.80
C: -16.81 -7.78 -15.21
C: -18.15 5.33 -11.34
C: -21.50 -8.79 -11.46
C: -17.26 -4.53 -16.59
C: -14.21 -5.36 -9.36
C: -17.74 -0.42 -9.63
C: -17.80 -4.25 -15.18
C: -16.24 -8.43 -16.36
C: -19.32 -8.59 -12.51
C: -20.35 -5.67 -5.91
C: -22.10 -4.95 -7.44
C: -21.13 -9.59 -13.69
C: -21.14 -4.93 -8.46
C: -18.33 0.48 -10.49
C: -20.20 -4.84 -15.90
H: -16.29 0.55 -14.17
H: -17.02 -4.01 -7.08
H: -19.13 -9.26 -14.50
H: -18.44 -6.04 -6.63
H: -21.24 -4.57 -15.70
H: -15.17 5.89 -12.92
H: -13.12 -8.61 -10.78
H: -17.96 -9.65 -10.03
H: -14.37 1.19 -12.02
H: -18.88 -3.35 -13.01
H: -20.01 -4.72 -16.96
H: -15.20 -11.33 -14.98
H: -14.55 -0.51 -9.51
H: -14.81 -4.07 -6.23
H: -16.49 -10.32 -13.08
H: -15.08 3.43 -12.64
H: -19.02 3.45 -10.91
H: -20.10 1.29 -11.29
H: -23.12 -4.62 -7.68
H: -20.50 -3.02 -13.48
H: -16.14 -7.83 -17.24
H: -20.13 -5.90 -15.63
H: -17.30 -3.41 -14.67
H: -16.70 -0.39 -9.45
H: -16.25 -1.85 -11.08
H: -20.06 -4.69 -13.17
H: -16.18 -10.41 -8.43
H: -22.92 -9.87 -12.59
H: -18.04 -2.01 -8.24
H: -22.15 -8.57 -10.61
H: -13.39 -5.65 -10.01
H: -17.18 -0.79 -13.21
H: -15.83 -5.63 -10.82
H: -21.37 -4.57 -9.44
H: -14.91 -1.76 -12.42
H: -20.44 -2.08 -8.60
H: -22.40 -5.27 -5.32
H: -20.04 -5.87 -4.90
H: -13.38 -0.55 -10.80
H: -15.06 -10.06 -17.10
H: -21.56 -0.39 -10.14
H: -21.60 -10.03 -14.56
H: -16.29 -4.04 -16.76
H: -19.36 -2.96 -15.59
H: -19.02 5.92 -11.13
H: -14.79 -7.93 -12.47
H: -17.14 7.12 -11.84
H: -19.80 -7.92 -10.58
H: -12.87 -4.83 -7.74
H: -13.86 -9.99 -8.85
H: -14.66 1.67 -10.32
H: -17.97 -4.26 -17.39

Calculated values
LUMO (spin up / spin down)	-0.293 / -0.325	Eh
multiplicity	5
relative energy (zero: lowest compared OMol25 entry of this formula, charge and spin)	17.7	kJ/mol
HOMO-LUMO gap (spin up / spin down)	0.238 / 0.242	hartree
net charge	+3

***

No. 2
Below is a cluster of 8 separate species, C52H57N2O in total, with properties calculated with the ωB97M-V functional and the def2-TZVPD basis.

CARTESIAN COORDINATES (ANGSTROEM)
O: -2.09 0.97 -0.96
N: 1.79 -0.06 -2.65
N: 3.10 1.45 -1.69
C: 0.29 -2.00 -1.87
C: -0.32 4.56 -1.51
C: 2.66 2.03 -2.88
C: -1.44 3.89 -1.05
C: 2.23 -6.63 -3.01
C: -2.89 4.69 4.45
C: -0.39 4.00 3.46
C: 2.98 -1.35 0.47
C: -1.40 4.37 2.59
C: 2.22 -5.41 -2.33
C: 3.31 0.99 5.96
C: -2.69 1.08 -6.47
C: -1.85 2.76 -4.96
C: 2.78 -1.53 9.80
C: 1.03 -1.26 -3.02
C: 2.57 0.23 -1.61
C: -2.39 1.90 -7.55
C: -2.56 4.61 -0.65
C: -1.44 6.67 -1.19
C: 4.07 -1.07 4.26
C: -2.42 1.51 -5.18
C: 4.47 -6.18 -3.77
C: 2.89 -0.64 -0.49
C: 3.36 -7.00 -3.73
C: 3.33 0.00 3.77
C: -0.92 0.24 -1.29
C: 1.85 1.09 -3.45
C: 2.25 -1.84 11.05
C: -2.56 5.99 -0.72
C: -3.41 -3.58 -5.36
C: 4.04 -0.08 6.45
C: -0.63 3.96 4.83
C: 3.34 -4.58 -2.37
C: -3.21 0.18 -0.59
C: -2.65 4.72 3.08
C: 2.26 -2.12 8.66
C: -5.66 -2.65 -4.02
C: 4.46 -4.97 -3.09
C: -4.56 -4.35 -5.31
C: 2.96 1.03 4.62
C: -1.54 3.57 -6.04
C: -3.38 -2.34 -4.74
C: 0.69 -3.35 10.01
C: -1.05 -1.29 -1.40
C: -1.81 3.15 -7.34
C: -1.88 4.31 5.32
C: 1.22 -3.03 8.77
C: 1.20 -2.75 11.15
C: -5.68 -3.89 -4.64
C: -0.31 5.95 -1.58
C: -4.51 -1.87 -4.07
C: 4.43 -1.11 5.60
H: -4.59 -5.32 -5.80
H: 3.36 -7.95 -4.26
H: 2.67 -1.88 7.69
H: 1.34 -5.12 -1.77
H: 4.32 -0.11 7.50
H: -1.22 4.40 1.52
H: -1.58 3.78 -8.18
H: -4.00 0.90 -0.28
H: 0.56 4.01 -1.82
H: -1.64 3.09 -3.95
H: -1.44 7.75 -1.25
H: 0.82 -3.50 7.87
H: 0.79 -2.99 12.12
H: -2.48 -1.73 -4.78
H: 3.06 0.03 2.72
H: -3.65 -0.40 -1.42
H: 5.35 -6.47 -4.33
H: 3.29 -2.07 1.23
H: 4.36 -1.88 3.60
H: 2.66 -1.38 11.94
H: 2.39 1.87 4.24
H: 3.73 1.88 -1.03
H: -4.49 -0.90 -3.59
H: 0.56 6.48 -1.94
H: -1.44 2.81 -1.00
H: -2.66 0.87 -4.33
H: 0.90 -2.25 -0.99
H: -1.32 -1.80 -0.45
H: -2.54 -3.94 -5.89
H: -6.58 -4.50 -4.59
H: 1.71 -1.96 -3.54
H: 2.92 3.00 -3.29
H: -3.03 -0.45 0.31
H: -3.14 0.11 -6.63
H: 0.26 -0.97 -3.77
H: -3.43 4.08 -0.28
H: -0.04 -2.97 -2.28
H: -3.43 6.55 -0.41
H: -2.07 4.28 6.39
H: -1.09 4.54 -5.88
H: -1.81 -1.58 -2.16
H: -6.54 -2.28 -3.50
H: -0.07 0.46 -0.59
H: 1.37 -7.27 -2.97
H: -3.86 4.96 4.84
H: 3.01 1.79 6.63
H: -2.61 1.57 -8.56
H: 3.60 -0.82 9.72
H: 0.16 3.67 5.51
H: 0.59 3.74 3.07
H: 1.33 1.19 -4.41
H: 3.32 -3.63 -1.84
H: -3.44 5.01 2.40
H: -0.57 0.64 -2.28
H: 5.33 -4.32 -3.11
H: 5.00 -1.94 5.99
H: -0.13 -4.05 10.09

Calculated values
LUMO	-0.131	Eh
multiplicity	1
HOMO-LUMO gap	0.258	hartree
net charge	+1

***

No. 3
Below is a structure of composition C52H58N6P3S6Sr, with properties calculated with the ωB97M-V functional and the def2-TZVPD basis.

CARTESIAN COORDINATES (ANGSTROEM)
Sr: -0.25 -0.78 0.32
S: -3.83 -4.78 3.26
S: -0.12 -3.58 -0.87
S: -7.13 0.04 3.38
S: -4.52 -0.66 2.15
S: -5.91 -2.66 3.65
S: -2.21 -2.47 1.41
P: -1.31 2.09 1.64
P: 2.44 -2.16 1.23
P: -2.65 1.62 -1.55
N: -3.85 2.81 2.19
N: 1.19 -2.99 -3.51
N: 0.06 -1.14 3.46
N: 0.92 0.39 -2.33
N: -4.85 2.65 -0.39
N: 0.16 -2.09 -1.62
C: 2.48 -5.05 -3.56
C: 3.13 -1.30 2.70
C: 5.21 -2.51 0.73
C: 1.07 -0.30 -4.62
C: -4.83 1.85 -3.41
C: -5.98 3.56 2.99
C: 2.87 -6.26 -2.99
C: 1.25 1.01 -5.02
C: 1.05 -4.62 -1.69
C: -5.64 3.10 0.62
C: -4.39 -3.14 2.94
C: 3.94 -2.28 0.19
C: -6.96 3.52 0.36
C: 4.90 -2.33 -2.03
C: -7.75 3.94 1.39
C: -3.90 0.86 -2.73
C: -7.26 3.96 2.71
C: 3.86 0.80 3.64
C: -1.52 4.03 3.74
C: 3.41 -1.93 3.91
C: 2.91 -6.15 2.26
C: 2.19 -3.88 1.82
C: -3.73 -2.22 2.20
C: 3.18 -4.87 1.78
C: 0.93 -4.22 2.31
C: 0.35 2.37 3.76
C: 1.45 -5.81 -1.11
C: 6.31 -2.67 -0.10
C: -5.93 -1.03 3.10
C: -1.14 2.58 3.43
C: 0.66 -5.50 2.77
C: -5.14 3.14 1.94
C: 3.35 0.07 2.58
C: 3.91 -1.19 4.98
C: 1.57 -4.24 -2.92
C: 4.14 0.17 4.85
C: 1.66 -6.47 2.76
C: 6.15 -2.60 -1.48
C: -3.05 0.15 -3.79
C: -0.47 3.49 0.77
C: 3.81 -2.17 -1.19
C: -3.08 2.43 1.21
C: -2.33 3.22 -2.42
C: 0.92 -0.57 -3.26
C: -3.06 -4.51 4.88
C: 0.72 -1.96 -2.76
C: 1.27 2.01 -4.06
C: -1.98 1.62 4.28
C: -3.62 2.30 -0.13
C: 1.08 1.64 -2.73
C: 2.35 -6.64 -1.76
C: -4.71 -0.20 -1.98
H: 7.01 -2.73 -2.13
H: -2.55 4.23 3.47
H: 1.08 2.39 -1.95
H: -1.88 3.03 -3.39
H: 0.49 2.42 4.84
H: -1.65 3.84 -1.84
H: 0.68 -1.87 3.79
H: -0.31 3.22 -0.27
H: -7.33 3.49 -0.66
H: 0.51 3.64 1.23
H: 1.45 -7.47 3.12
H: 5.34 -2.54 1.80
H: 3.25 -2.99 4.02
H: -1.85 0.58 3.96
H: 3.57 -6.89 -3.51
H: 1.03 -6.09 -0.14
H: 4.16 -4.66 1.38
H: 0.72 1.40 3.41
H: -3.26 3.75 -2.54
H: 0.04 -0.43 4.18
H: -3.80 -4.15 5.60
H: 3.69 -6.90 2.22
H: -3.70 -0.21 -4.59
H: -0.34 -5.74 3.13
H: -5.57 1.29 -3.99
H: -0.88 -1.55 3.40
H: -5.59 3.57 4.00
H: -1.04 4.41 0.83
H: 4.79 -2.24 -3.10
H: 4.13 -1.69 5.92
H: -1.68 1.70 5.33
H: 3.14 0.57 1.64
H: -5.36 2.46 -2.69
H: 1.41 3.04 -4.32
H: 7.28 -2.85 0.32
H: 2.64 -7.58 -1.31
H: -2.53 -0.71 -3.36
H: 2.90 -4.75 -4.52
H: -3.04 1.85 4.19
H: -1.41 4.20 4.81
H: -5.45 0.26 -1.33
H: -2.69 -5.48 5.21
H: 4.04 1.86 3.53
H: 0.98 3.15 3.32
H: 1.37 1.25 -6.07
H: -4.29 2.50 -4.11
H: 4.53 0.74 5.68
H: -7.91 4.29 3.51
H: 1.01 -1.09 -5.36
H: -5.24 -0.83 -2.70
H: -4.07 -0.85 -1.38
H: -0.87 4.74 3.22
H: -2.24 -3.81 4.79
H: 0.12 -3.50 2.29
H: -2.31 0.82 -4.23
H: 1.71 -2.75 -4.34
H: 2.84 -1.92 -1.60
H: -8.76 4.27 1.20

Calculated values
LUMO	-0.108	Eh
multiplicity	1
relative energy (zero: lowest compared OMol25 entry of this formula, charge and spin)	112.6	kJ/mol
HOMO-LUMO gap	0.220	hartree
net charge	+1

***

No. 4
Below is a cluster of 9 separate species, C52H60FN8O6P in total, with properties calculated with the ωB97M-V functional and the def2-TZVPD basis.

CARTESIAN COORDINATES (ANGSTROEM)
P: 0.15 -2.15 -0.78
F: -3.12 0.19 -2.73
O: 0.81 0.70 4.29
O: -1.94 2.39 -1.93
O: -0.22 1.71 6.03
O: 1.16 -2.68 0.16
O: -1.31 0.76 3.53
O: 1.47 -0.01 0.98
N: -4.82 6.85 6.35
N: 4.37 -7.70 -0.96
N: 0.35 5.32 -9.13
N: -1.15 -6.56 -0.96
N: 5.76 1.20 2.12
N: 3.11 -0.65 -1.52
N: -1.79 5.53 -4.86
N: 1.51 -10.58 1.41
C: -0.30 -0.39 -0.55
C: -1.86 4.24 -4.39
C: -4.00 2.79 3.56
C: 0.77 1.22 5.58
C: -1.11 -5.88 0.23
C: -5.09 8.98 5.84
C: 2.08 1.05 6.29
C: 1.76 6.68 -10.16
C: 1.61 5.50 -10.94
C: -5.77 8.19 4.87
C: 0.70 -12.26 2.60
C: 3.27 -8.51 -0.90
C: -2.24 -7.37 -1.00
C: -1.47 1.71 -1.05
C: -2.92 -7.21 0.18
C: -1.75 5.52 -6.22
C: 0.97 6.54 -9.05
C: -2.68 4.74 4.11
C: -1.08 -0.56 -3.71
C: -0.09 -12.11 1.43
C: 6.71 1.45 3.07
C: -0.19 1.13 3.43
C: 4.40 0.76 -2.64
C: -2.41 3.67 1.96
C: -1.20 0.25 -1.30
C: 0.41 0.36 0.52
C: 4.23 -0.41 -3.42
C: 0.74 4.68 -10.27
C: 2.69 -6.41 -0.33
C: 5.21 -0.01 3.88
C: 6.39 0.72 4.18
C: -5.02 1.76 3.96
C: -1.92 -0.44 -2.44
C: -5.58 6.88 5.22
C: 0.30 2.08 2.35
C: -2.21 -6.27 0.96
C: -1.80 4.22 -6.64
C: -3.64 3.80 4.46
C: 0.43 -11.06 0.71
C: 4.03 -6.42 -0.62
C: -1.86 3.40 -5.47
C: -1.74 3.61 0.61
C: 2.21 -7.74 -0.51
C: -0.20 1.62 1.01
C: 1.68 -11.31 2.55
C: 3.43 -1.26 -2.70
C: -1.10 2.28 0.27
C: -3.39 2.75 2.32
C: -2.06 4.66 2.87
C: 4.84 0.31 2.61
C: 3.70 0.58 -1.48
C: -4.52 8.12 6.74
H: -5.92 5.97 4.75
H: -1.76 6.35 -4.28
H: 2.09 5.28 -11.88
H: 4.97 1.64 -2.90
H: 5.30 -8.00 -1.22
H: 4.69 -0.69 4.53
H: 5.74 1.59 1.20
H: 7.52 2.13 2.87
H: -1.01 4.42 0.52
H: -0.32 -5.19 0.45
H: -1.07 -2.86 -0.73
H: 2.88 1.04 5.55
H: -2.46 -5.91 1.95
H: 0.60 -2.24 -2.10
H: -2.45 -8.00 -1.85
H: -1.70 6.45 -6.78
H: 6.95 0.70 5.10
H: -2.19 -1.43 -2.06
H: 2.09 -9.81 1.11
H: 4.00 -0.02 2.01
H: 3.06 -2.25 -2.93
H: -0.03 -0.31 -3.53
H: 2.13 -5.54 -0.02
H: -1.89 4.03 -3.34
H: 2.53 -1.04 -0.80
H: -4.53 6.01 6.83
H: -1.92 2.33 -5.44
H: 1.39 2.05 2.35
H: -0.01 3.09 2.58
H: -4.63 1.17 4.78
H: 0.35 3.71 -10.52
H: 2.38 7.54 -10.40
H: -4.11 3.86 5.43
H: -5.94 2.23 4.30
H: -3.92 8.31 7.61
H: -1.49 0.10 -4.47
H: -1.30 5.39 2.61
H: -5.03 10.05 5.87
H: 0.14 -10.62 -0.22
H: 0.80 7.20 -8.22
H: -0.28 4.96 -8.44
H: -3.83 -7.72 0.46
H: -0.46 -6.47 -1.68
H: -6.33 8.54 4.02
H: -0.95 -12.69 1.14
H: 0.56 -12.99 3.38
H: -2.49 3.80 -0.16
H: -3.67 1.97 1.62
H: -1.80 3.88 -7.66
H: 2.18 1.84 7.02
H: 1.20 -8.08 -0.37
H: 4.76 -5.63 -0.60
H: 3.56 1.22 -0.62
H: 4.64 -0.61 -4.40
H: -1.12 -1.58 -4.09
H: 2.48 -11.08 3.24
H: -2.41 5.54 4.78
H: 3.34 -9.56 -1.14
H: 2.06 0.07 6.76
H: -5.23 1.09 3.13

Calculated values
LUMO	-0.077	Eh
multiplicity	1
HOMO-LUMO gap	0.220	hartree